This record from the Open Molecules 2025 dataset describes a 9-piece molecular cluster, C39H102N6O12 overall at a distorted geometry. The level of theory is ωB97M-V/def2-TZVPD.

```
159
Properties=species:S:1:pos:R:3:forces:R:3
C -15.528135 14.684469 -12.671073 0.206 -0.514 0.354
C -14.051785 14.451333 -12.334279 -0.225 0.381 -2.640
C -13.298867 13.943949 -13.576291 -0.190 0.411 -0.130
O -13.475905 15.734405 -12.052835 -0.006 -0.675 1.295
H -15.962681 13.797116 -13.141357 -0.098 -0.018 0.156
H -15.658194 15.509515 -13.374773 0.115 0.041 0.023
H -16.046156 14.903081 -11.736393 -0.260 0.088 -0.162
H -14.004765 13.641257 -11.602950 0.465 0.840 0.828
H -13.153116 14.756456 -14.296601 -0.458 0.139 0.062
H -13.900740 13.185451 -14.080416 0.593 -0.409 0.013
H -12.263998 13.687983 -13.342902 -0.185 -0.664 0.137
H -13.836479 16.270266 -12.767020 0.220 0.321 0.108
C -12.024235 12.646750 -8.822877 2.118 1.288 0.128
C -11.133219 11.399667 -8.962122 -0.916 0.022 -0.141
C -10.072016 11.491901 -10.107209 -1.923 0.109 0.830
O -10.560986 11.112266 -7.707469 0.340 -0.378 0.383
H -12.518508 12.747638 -7.858898 -0.572 -0.651 -0.222
H -12.614311 12.941020 -9.689903 -0.266 -0.394 0.053
H -11.269664 13.448412 -8.734065 -0.183 0.234 -0.170
H -11.815934 10.566026 -9.167905 0.312 -0.194 0.044
H -10.169044 10.544101 -10.631308 0.650 0.120 -0.351
H -9.076912 11.684570 -9.717348 0.052 -0.036 -0.100
H -10.434512 12.323719 -10.713909 0.517 -0.106 -0.437
H -9.816593 11.703762 -7.549274 -0.117 0.094 -0.080
C -20.136028 12.191670 -11.721906 0.035 -2.119 0.386
C -19.110118 12.900377 -12.574435 -0.507 0.689 -0.743
C -18.887807 12.202238 -13.923656 -0.700 0.058 0.216
O -19.638353 14.218411 -12.858624 0.622 0.037 0.294
H -19.727973 11.292192 -11.238446 0.363 0.154 -0.101
H -20.898377 11.723696 -12.357818 -0.190 0.485 -0.102
H -20.629023 12.695083 -10.892530 0.240 0.716 -0.292
H -18.125256 13.001256 -12.113917 -0.303 0.357 0.433
H -17.961116 12.501760 -14.410692 0.218 -0.272 0.219
H -19.671953 12.551549 -14.599697 -0.144 -0.206 0.033
H -19.008269 11.124915 -13.792609 0.444 -0.045 -0.281
H -20.586480 14.090513 -12.962674 -0.019 0.149 -0.057
C -17.547936 14.245382 -1.387592 -0.643 1.194 -0.112
O -17.295082 12.970099 -1.867509 -0.618 -1.121 0.608
C -16.681149 12.809671 -3.129014 1.465 1.752 1.219
C -17.529121 13.291714 -4.285208 -0.814 -0.208 -0.524
N -17.044459 12.692290 -5.519482 0.554 -0.153 -0.100
C -17.867776 12.488740 -6.692005 -0.085 -0.518 0.254
C -17.200607 11.558176 -7.705279 -0.848 0.822 -0.108
O -16.252081 12.296512 -8.451079 0.159 -0.337 0.086
C -15.517655 11.439164 -9.313072 -0.126 -0.167 1.003
H -16.684045 14.919953 -1.370907 0.290 -0.237 -0.112
H -17.959853 14.217994 -0.378297 0.339 -0.551 0.131
H -18.343230 14.780582 -1.926252 0.117 -0.133 -0.424
H -16.251108 11.810428 -3.159486 -0.886 -0.318 -0.429
H -15.760456 13.419876 -3.034593 -0.044 0.122 -0.593
H -17.610859 14.386214 -4.322062 0.574 0.136 0.034
H -18.578410 13.052506 -4.076709 0.094 -0.721 -0.226
H -16.202014 13.157851 -5.835372 0.078 -0.029 0.215
H -18.128656 13.425709 -7.199174 -0.116 -0.033 -0.164
H -18.795402 11.966744 -6.439498 -0.032 0.258 0.395
H -18.047595 11.220090 -8.322423 0.291 -0.049 -0.514
H -16.769928 10.652635 -7.270722 0.197 0.185 0.334
H -16.205588 11.029613 -10.061539 0.414 0.089 -0.380
H -15.115304 10.605669 -8.722363 -0.050 -0.125 -0.168
H -14.642744 11.981771 -9.664196 -0.332 0.097 -0.494
C -17.075521 6.159951 -12.340074 0.956 0.334 1.069
O -16.519884 7.079077 -11.390875 -0.260 0.506 -0.385
C -15.386700 6.631081 -10.689172 -0.048 -0.615 0.702
C -14.058658 7.197364 -11.142712 0.108 0.062 0.036
N -14.007723 8.642999 -11.229965 0.102 -0.122 -0.126
C -12.789717 9.115437 -11.888991 -0.915 0.022 0.978
C -12.951776 10.514393 -12.454261 0.571 -0.219 -0.466
O -13.452026 10.425263 -13.802122 -0.114 0.612 0.535
C -14.866045 10.409063 -13.865642 -0.166 -0.446 -0.576
H -16.389559 6.039147 -13.179485 -0.171 -0.089 -0.231
H -18.031537 6.573366 -12.639564 -0.053 -0.111 -0.149
H -17.182668 5.213411 -11.806083 -0.329 -0.237 -0.376
H -15.333507 5.535028 -10.716638 0.117 -0.022 -0.244
H -15.538867 6.831276 -9.624342 -0.096 0.459 -0.064
H -13.730710 6.680177 -12.056765 -0.143 0.256 -0.333
H -13.305765 6.913242 -10.398292 -0.073 -0.208 0.089
H -14.834531 9.110643 -11.556602 -0.275 -0.459 -0.223
H -12.493781 8.501522 -12.748958 0.045 -0.180 0.103
H -12.046215 9.022147 -11.088959 0.520 0.368 -0.469
H -11.946552 10.942611 -12.471503 -0.106 0.208 -0.464
H -13.569040 11.210305 -11.879188 -0.162 -0.263 0.258
H -15.372227 11.303257 -13.487566 0.335 0.182 0.266
H -15.287500 9.531183 -13.374274 -0.041 -0.032 0.136
H -15.152814 10.314678 -14.913835 0.192 0.086 -0.074
C -17.377629 21.753821 -16.420875 0.889 0.722 -0.410
O -16.030629 21.434906 -16.778909 -0.156 0.162 -0.421
C -15.837887 20.708085 -17.974193 0.064 -1.982 -0.018
C -14.456287 20.004319 -17.895758 -0.531 0.292 0.547
N -14.471738 19.204642 -16.654942 -0.873 0.399 -0.185
C -13.146847 19.045647 -16.061494 -0.516 -0.770 -1.818
C -13.063089 17.969901 -14.971586 -0.317 1.697 0.629
O -11.804704 18.039668 -14.325515 0.340 -0.583 0.257
C -10.832450 17.263550 -15.007273 0.155 0.448 0.138
H -17.750559 22.573750 -17.041784 -0.018 0.011 -0.095
H -17.248887 22.140230 -15.413443 -0.551 -0.211 0.177
H -18.087611 20.932053 -16.514968 0.236 -0.301 0.221
H -16.011201 21.216937 -18.924323 0.211 0.629 0.223
H -16.531786 19.857270 -17.978147 -0.343 0.127 -0.064
H -13.689340 20.791140 -17.882072 0.223 -0.188 -0.078
H -14.313279 19.307890 -18.723846 0.032 0.412 -0.317
H -15.109612 19.775674 -16.105541 0.429 -0.467 0.871
H -12.765082 20.043187 -15.821551 0.532 -0.362 0.596
H -12.607991 18.623763 -16.921562 0.616 0.454 0.195
H -13.283116 16.964231 -15.335105 -0.036 0.022 -0.235
H -13.804989 18.253899 -14.219485 -0.054 -0.323 0.166
H -10.683302 17.712515 -15.992215 -0.028 -0.624 -0.322
H -11.108498 16.205352 -14.990871 -0.179 -0.022 -0.508
H -9.855335 17.300530 -14.522351 -0.231 0.380 0.410
C -19.040872 15.868726 -17.661267 0.287 -1.630 0.093
C -18.741108 16.741358 -16.450546 0.139 -0.119 0.055
C -17.464661 16.262528 -15.720062 -0.176 -1.299 -1.180
O -17.045277 17.118105 -14.710569 0.847 0.825 -0.068
C -17.784724 17.073203 -13.521735 -0.649 -0.816 0.620
N -18.617787 18.119191 -16.955921 0.203 -0.234 0.531
H -19.110142 14.801326 -17.398351 0.134 0.114 0.164
H -18.202070 15.937812 -18.359420 0.089 0.138 0.100
H -19.923747 16.024132 -18.280222 -0.206 0.752 0.502
H -19.442729 16.689199 -15.610787 -0.763 0.026 -0.653
H -16.678272 16.056622 -16.459300 0.367 0.993 0.104
H -17.583248 15.228247 -15.355291 -0.622 0.177 0.404
H -17.894726 16.033511 -13.195856 -0.121 0.015 0.019
H -18.800020 17.479772 -13.584705 0.045 0.141 -0.326
H -17.282958 17.600645 -12.711819 0.338 0.190 -0.328
H -17.649196 18.391607 -16.802790 -0.254 0.433 0.093
H -19.237340 18.703351 -16.408869 0.344 0.323 -0.036
C -10.490625 17.012234 -10.145772 -0.286 0.026 0.689
C -9.448336 15.894614 -10.156538 -0.860 -0.303 0.414
C -8.140424 16.249170 -10.845010 0.236 -1.119 -0.378
O -7.492521 17.331926 -10.218971 -0.467 0.697 -0.489
C -6.425941 17.796853 -11.021853 0.443 -0.426 0.438
N -9.209245 15.369817 -8.779844 0.785 0.582 -0.587
H -11.178362 16.976755 -10.989355 0.319 0.177 -0.276
H -10.071442 18.006156 -9.984584 0.126 -0.030 -0.279
H -11.137510 16.831944 -9.281089 -0.043 -0.040 -0.024
H -9.956361 15.067513 -10.666611 0.514 0.005 -0.461
H -8.305966 16.310588 -11.931223 -0.174 0.987 0.053
H -7.409699 15.419404 -10.835343 -0.324 -0.345 0.395
H -5.772292 16.938156 -11.223175 0.058 0.124 -0.419
H -5.813449 18.507063 -10.467707 -0.303 0.091 0.192
H -6.764263 18.272674 -11.944347 -0.093 -0.146 -0.087
H -8.192266 15.355035 -8.768801 -0.030 -0.349 0.807
H -9.466270 16.083992 -8.104620 0.033 -0.026 -0.012
C -11.022774 13.180306 -18.852328 0.204 -0.079 -0.315
C -11.702193 12.578094 -17.625936 0.693 -1.181 -0.482
C -13.188525 12.313321 -17.928134 -0.182 0.441 1.117
O -14.018240 13.449713 -18.084710 0.676 -0.019 0.469
C -13.864058 14.513548 -17.159053 -1.104 1.547 -1.627
N -11.126879 11.222293 -17.419178 0.160 0.002 -0.549
H -10.927363 12.354144 -19.561064 -0.199 0.173 -0.223
H -10.005622 13.560616 -18.729708 -0.034 -0.068 0.507
H -11.591671 13.996069 -19.299886 -0.185 -0.092 0.051
H -11.441582 13.117989 -16.714171 -0.856 0.617 -0.050
H -13.559641 11.692843 -17.100494 -0.138 -0.095 -0.021
H -13.335477 11.773500 -18.861572 0.468 -0.199 0.043
H -12.884328 14.728981 -16.737839 0.062 -0.678 0.178
H -14.691249 14.611413 -16.451176 0.286 -0.718 0.516
H -14.067895 15.371533 -17.816648 0.208 0.252 0.260
H -11.572915 10.691230 -16.682423 -0.118 0.249 0.171
H -10.145056 11.309845 -17.189901 0.006 -0.109 0.019
```
Positions in Å, forces in eV/Å.

The value obtained for the orbital gap is 0.3324 Ha. Its structure (SMILES) is COC[C@H](C)N.COC[C@H](C)N.COC[C@H](C)N.COCCNCCOC.COCCNCCOC.COCCNCCOC.CC(C)O.CC(C)O.CC(C)O. The value obtained for the LUMO energy is 0.499 eV. The energy above the lowest of the compared OMol25 structures with the same formula, charge and spin comes out at 264.84 kJ/mol. The value obtained for the molar mass is 847.275 g/mol.